(1)
{"formula": "C6H10O", "method": "the ωB97M-V functional and the def2-TZVPD basis", "spin_multiplicity": 1, "largest_force_ev_per_a": 0.884, "total_charge": 0, "e_tot_ha": -309.57641, "lumo_ev": 0.304, "orbital_gap_ev": 9.2, "relative_energy_kcal_mol": 166.9, "species": ["C", "C", "C", "C", "O", "C", "C", "H", "H", "H", "H", "H", "H", "H", "H", "H", "H"], "positions_angstrom": [[1.647489, -0.614639, -0.372902], [0.671205, 0.302358, 0.336193], [-0.056014, 1.421217, -0.170182], [-1.385098, 0.725647, -0.147723], [-1.658108, -0.356036, -1.055093], [-1.317375, -1.356491, -0.080311], [-0.677489, -0.301156, 0.824743], [2.208367, -1.222953, 0.345199], [2.350336, -0.020718, -0.962276], [1.116616, -1.294512, -1.048985], [1.696977, 1.320290, 0.531261], [-0.048616, 2.391038, 0.319927], [1.556599, 1.958471, -0.354345], [-2.289010, 1.284817, 0.097237], [-0.684320, -2.145220, -0.496293], [-2.224607, -1.810931, 0.341041], [-0.906958, -0.281177, 1.892513]], "atomic_forces_ev_per_a": [[0.01, 0.02, -0.01], [-0.36, -0.19, -0.37], [-0.21, 0.01, 0.37], [-0.30, 0.36, 0.22], [0.05, 0.02, -0.16], [0.07, -0.37, 0.05], [-0.14, -0.34, 0.20], [-0.06, 0.12, -0.10], [-0.05, -0.11, 0.11], [0.10, 0.11, 0.13], [0.16, 0.66, -0.57], [0.14, -0.13, -0.31], [0.39, -0.41, 0.66], [-0.01, -0.02, -0.03], [-0.07, 0.08, 0.06], [0.14, 0.10, -0.02], [0.12, 0.07, -0.23]], "mulliken_charge": [-1.11, 0.14, -0.85, 0.01, -0.43, -0.55, -0.13, 0.30, 0.38, 0.29, 0.10, 0.32, 0.19, 0.40, 0.26, 0.25, 0.44]}



(2)
{"formula": "C6H10O", "method": "the ωB97M-V functional and the def2-TZVPD basis", "spin_multiplicity": 1, "smiles": "C1=CCOCCC1", "largest_force_ev_per_a": 1.200, "total_charge": 0, "e_tot_ha": -309.80622, "lumo_ev": 1.058, "orbital_gap_ev": 10.3, "relative_energy_kcal_mol": 22.7, "species": ["C", "C", "C", "O", "C", "C", "C", "H", "H", "H", "H", "H", "H", "H", "H", "H", "H"], "positions_angstrom": [[-1.200146, -1.109645, 0.263355], [-1.464384, -0.030242, 0.996393], [-0.673077, 1.261724, 0.926332], [-0.068743, 1.564630, -0.327909], [1.204654, 0.922335, -0.629580], [1.201755, -0.571401, -0.413672], [-0.153441, -1.154268, -0.833542], [-1.761612, -2.025994, 0.448959], [-2.253109, -0.078684, 1.754187], [0.125888, 1.201106, 1.671274], [-1.325837, 2.093538, 1.240771], [2.153837, 1.304323, -0.176522], [1.285125, 1.098631, -1.707601], [1.462530, -0.889930, 0.607653], [2.053645, -0.825538, -1.066277], [-0.526691, -0.549697, -1.671036], [-0.032650, -2.180930, -1.180079]], "atomic_forces_ev_per_a": [[0.05, 0.12, 0.01], [0.26, -0.18, -0.12], [0.25, -0.13, 0.29], [0.72, -0.07, 0.23], [-0.61, 0.37, 0.07], [0.12, 0.01, -0.15], [0.09, -0.15, -0.12], [0.00, 0.24, -0.11], [0.28, 0.08, -0.19], [0.00, 0.07, 0.29], [0.32, -0.12, -0.46], [-1.05, 0.54, 0.20], [0.04, 0.05, 0.16], [-0.11, 0.26, -0.23], [-0.38, -0.79, 0.17], [0.07, -0.30, -0.02], [-0.06, 0.01, -0.01]], "mulliken_charge": [-0.35, -0.34, -0.43, -0.41, -0.64, -0.58, -0.57, 0.36, 0.35, 0.28, 0.35, 0.30, 0.38, 0.33, 0.33, 0.30, 0.34]}



(3)
{"formula": "C6H10O", "method": "the ωB97M-V functional and the def2-TZVPD basis", "spin_multiplicity": 1, "smiles": "C[C@H]1C[C@H]2OC[C@@H]12", "largest_force_ev_per_a": 2.911, "total_charge": 0, "e_tot_ha": -309.75013, "lumo_ev": 1.078, "orbital_gap_ev": 10.2, "relative_energy_kcal_mol": 57.9, "species": ["C", "C", "C", "C", "O", "C", "C", "H", "H", "H", "H", "H", "H", "H", "H", "H", "H"], "positions_angstrom": [[-1.135377, -1.417639, 0.047762], [-0.525503, -0.214490, 0.745100], [0.996048, -0.283094, 1.054466], [1.195778, 1.032859, 0.273564], [1.506144, 0.839162, -1.124754], [0.113131, 0.801130, -1.504490], [-0.314045, 1.114225, -0.049774], [-2.154699, -1.211500, -0.298999], [-1.167729, -2.265090, 0.739029], [-0.543948, -1.722340, -0.821587], [-1.094686, 0.005572, 1.651481], [1.232122, -0.235790, 2.124621], [1.535853, -1.129851, 0.616071], [1.808555, 1.816949, 0.740971], [-0.332056, -0.208562, -1.943458], [-0.179046, 1.113232, -2.491614], [-0.940541, 1.965228, 0.241611]], "atomic_forces_ev_per_a": [[-0.06, -0.06, 0.05], [-0.19, -0.05, 0.17], [0.05, 0.00, -0.04], [0.00, 0.12, -0.19], [-0.06, -0.33, -0.43], [-1.02, -2.56, -0.58], [-0.30, -0.19, -0.26], [0.10, -0.05, 0.08], [-0.06, 0.06, -0.06], [-0.09, -0.03, 0.26], [0.04, -0.07, -0.01], [0.01, 0.10, -0.25], [-0.12, 0.13, 0.02], [-0.23, -0.15, -0.32], [1.40, 0.43, 2.04], [0.44, 2.88, -0.05], [0.11, -0.22, -0.42]], "mulliken_charge": [-1.61, 0.26, -1.00, 0.10, -0.46, -0.40, -0.10, 0.34, 0.39, 0.39, 0.43, 0.30, 0.29, 0.38, -0.01, 0.31, 0.39]}



(4)
{"formula": "C6H10O", "method": "the ωB97M-V functional and the def2-TZVPD basis", "spin_multiplicity": 1, "largest_force_ev_per_a": 0.728, "total_charge": 0, "e_tot_ha": -309.63858, "lumo_ev": [0.185, 0.209], "orbital_gap_ev": [7.3, 7.7], "relative_energy_kcal_mol": 127.9, "species": ["O", "C", "C", "C", "C", "C", "C", "H", "H", "H", "H", "H", "H", "H", "H", "H", "H"], "positions_angstrom": [[2.307688, -0.698503, -0.305810], [1.075342, -0.192652, -0.025002], [0.017339, -1.214038, 0.393510], [-1.338175, -0.543221, 0.140188], [-1.073486, 0.397156, -1.031287], [0.105329, 2.039692, 0.298299], [1.040229, 1.126625, 0.594865], [2.251630, -1.655991, -0.427511], [0.201560, 0.402750, -1.022382], [0.179613, -1.526701, 1.434241], [0.099503, -2.108455, -0.242950], [-1.666705, 0.008306, 1.026941], [-2.115566, -1.278666, -0.093626], [-1.071038, -0.125204, -1.998093], [-1.713483, 1.265990, -1.093290], [-0.153126, 2.802071, 1.050396], [1.853352, 1.300843, 1.301506]], "atomic_forces_ev_per_a": [[0.08, -0.12, -0.06], [-0.16, -0.04, 0.30], [0.03, 0.04, -0.03], [-0.01, 0.02, -0.01], [0.03, -0.15, -0.20], [0.45, -0.20, 0.54], [-0.06, 0.14, 0.03], [0.00, 0.17, 0.07], [-0.51, 0.11, -0.06], [-0.07, 0.00, -0.20], [0.11, 0.14, 0.05], [0.11, 0.01, -0.21], [0.13, 0.04, 0.06], [-0.24, -0.04, 0.05], [0.06, -0.12, -0.08], [0.15, -0.07, -0.24], [-0.11, 0.08, -0.01]], "mulliken_charge": [-0.53, 0.36, -0.71, -0.49, -0.96, -0.74, -0.27, 0.36, 0.33, 0.32, 0.42, 0.29, 0.38, 0.37, 0.29, 0.22, 0.37]}